53
Properties=species:S:1:pos:R:3:forces:R:3 method="wB97M-V/def2-TZVPD" spin_multiplicity=11 total_charge=-1 lumo_energy_ev="2.60 / 2.56" total_energy_ev=-70956.8995
Ir 0.5201 -0.6710 -4.8443 1.18 1.43 0.19
Cl 1.5750 1.2500 -4.0130 1.85 1.78 -0.13
C -1.0072 -0.5251 -6.0846 -0.55 -0.57 -0.52
C 1.8868 -1.3579 -6.1182 1.09 -0.62 -1.74
H -0.8485 -1.2107 -6.9340 -0.55 0.27 0.01
H -1.9298 -0.7439 -5.5284 -0.07 0.02 -0.49
H -0.9889 0.5304 -6.4125 -0.23 -0.33 -0.09
H 1.4009 -1.8458 -6.9796 0.56 -0.02 0.00
H 2.5119 -2.0788 -5.5631 -0.09 0.12 -0.27
H 2.5200 -0.5070 -6.4403 -0.09 -0.41 -0.13
Tb -0.1798 0.3434 -2.3580 -1.84 -0.24 0.76
C -2.3322 1.2727 -2.5441 -0.35 0.12 0.11
C -0.1242 -1.9490 -3.6688 -1.91 -1.66 1.84
H -2.8689 0.8648 -3.4150 0.07 0.06 0.05
H -2.9306 1.0183 -1.6519 0.04 0.07 -0.10
H -2.3353 2.3701 -2.6376 -0.05 -0.07 -0.01
H 0.4965 -2.5278 -2.9576 0.10 0.03 -0.49
H -1.2015 -2.2024 -3.5714 0.30 0.02 0.05
O 0.4740 0.4107 -0.3866 0.55 -0.04 1.25
Si 0.3300 0.2986 1.2232 0.02 0.05 -0.91
C 1.0694 1.7961 2.0548 0.35 0.07 -0.17
C 2.0763 1.6710 3.0195 -0.10 0.54 0.29
C 2.5302 2.7931 3.7224 -0.06 0.02 -0.23
C 2.0179 4.0583 3.4243 -0.10 -0.22 -0.09
C 1.0797 4.2010 2.3959 0.09 -0.17 -0.11
C 0.6353 3.0771 1.6901 0.16 0.41 0.52
C -1.4880 0.1810 1.6558 -0.03 -0.08 0.05
C -2.0280 -0.9956 2.1849 -0.51 0.16 0.16
C -3.3871 -1.0760 2.5086 0.07 0.12 -0.13
C -4.2267 0.0141 2.2672 0.23 0.09 -0.05
C -3.7042 1.1850 1.7056 0.26 -0.12 -0.06
C -2.3394 1.2605 1.3980 -0.62 -0.07 0.27
C 1.1674 -1.2114 1.9182 0.07 -0.09 0.06
C 1.8686 -2.0831 1.0785 0.14 -0.31 0.35
C 2.4770 -3.2260 1.6102 -0.03 0.06 0.05
C 2.4007 -3.4976 2.9802 -0.07 0.17 -0.19
C 1.7122 -2.6236 3.8242 -0.15 0.26 -0.19
C 1.0926 -1.4856 3.2914 0.34 -0.60 0.04
H 2.5167 0.6959 3.2278 -0.21 0.22 0.05
H 3.2853 2.6727 4.4999 -0.13 0.08 -0.20
H 2.3646 4.9334 3.9754 -0.11 -0.21 -0.13
H 0.6952 5.1897 2.1388 0.16 -0.24 0.04
H -0.0477 3.2122 0.8480 0.12 -0.06 0.32
H -1.3846 -1.8570 2.3556 -0.14 0.16 0.01
H -3.7862 -1.9921 2.9481 0.06 0.24 -0.16
H -5.2886 -0.0459 2.5077 0.25 0.00 -0.04
H -4.3535 2.0402 1.5011 0.17 -0.31 0.06
H -1.9461 2.1774 0.9567 -0.14 -0.24 0.11
H 1.9435 -1.8723 0.0075 -0.08 -0.05 0.37
H 3.0121 -3.9068 0.9468 -0.11 0.14 0.20
H 2.8759 -4.3905 3.3879 -0.11 0.22 -0.11
H 1.6458 -2.8185 4.8948 0.05 -0.02 -0.24
H 0.5454 -0.8162 3.9602 0.13 -0.15 -0.21

60
Properties=species:S:1:pos:R:3:forces:R:3 method="wB97M-V/def2-TZVPD" total_charge=+4 lumo_energy_ev=-17.47 total_energy_ev=-62565.8899
C 1.7879 -3.5252 -2.5452 -0.14 -0.43 -0.14
C 0.8066 -2.8072 -2.4494 -0.57 -0.34 0.64
C -0.4370 -2.0733 -2.2720 0.55 0.64 -0.37
C -0.2961 -0.6858 -1.6699 -0.32 -0.83 0.16
C 0.6721 -0.3289 -0.7123 -0.36 0.03 -0.48
O 1.5782 -1.2516 -0.3359 -0.06 -0.53 1.85
C 1.1204 -2.4194 0.3067 -1.36 2.03 0.65
C 1.7588 -2.7196 1.7127 2.71 0.03 -0.61
C 2.9359 -1.8372 2.0968 -0.50 -0.31 -0.01
C 0.5947 -2.7967 2.8549 -3.24 -0.95 -0.26
C -0.2160 -1.5032 2.9793 0.70 0.62 0.39
C -0.3825 -3.9452 2.5616 0.35 0.47 -0.88
C 0.7154 0.9707 -0.1791 1.44 0.45 0.13
C 1.7926 1.3825 0.8454 0.58 -0.35 1.40
O 1.6174 1.1684 2.0091 -0.40 -0.02 -0.81
N 3.0078 2.0609 0.4270 -1.01 0.05 -1.91
C 3.6000 1.4057 -0.6625 0.98 -0.99 -0.39
O 3.7402 0.2260 -0.7659 -0.50 0.43 0.32
F 4.0440 2.2186 -1.6114 -0.25 0.36 0.56
C -0.1937 1.9503 -0.5353 -1.17 0.59 -0.74
C -0.1423 3.3515 0.0994 0.49 -0.77 0.72
O -0.4904 3.2834 1.4927 -0.47 0.66 -1.41
C -1.8638 3.2272 1.6888 -0.70 -1.19 1.61
C -2.4200 1.7846 1.9103 0.05 0.52 -0.49
C -1.1657 1.5944 -1.5091 -0.04 0.10 0.78
C -1.1794 0.2908 -2.0398 -1.20 1.22 -0.16
C -2.3713 0.2360 -3.0076 1.68 -0.89 1.26
O -2.9636 -0.7169 -3.3802 0.03 0.81 -0.37
N -2.6342 1.6432 -3.2934 -1.04 0.44 -0.73
P -1.6560 2.1960 -4.7049 -0.73 2.42 -2.10
S -2.3408 3.8218 -5.4981 0.19 -0.61 0.38
C -2.3282 2.3588 -2.1528 1.95 -2.19 0.30
O -2.9176 3.3747 -1.7575 -0.60 0.46 0.64
H 2.5433 -4.2628 -2.7634 0.17 0.24 0.08
H -1.1771 -2.6605 -1.6985 0.19 -0.08 -0.19
H -0.8878 -1.9561 -3.2697 -0.03 -0.27 0.13
H 0.0370 -2.3199 0.4300 0.06 -0.47 -0.37
H 1.2984 -3.3255 -0.3551 0.65 -0.43 -0.30
H 2.1552 -3.7461 1.6725 -0.34 -0.02 0.52
H 2.9074 -0.8289 1.7015 0.17 -0.19 -0.13
H 2.9024 -1.7353 3.2002 0.14 -0.18 -0.16
H 3.8892 -2.3487 1.9017 -0.03 0.31 -0.06
H 1.1126 -3.0872 3.7829 0.70 0.26 -0.50
H 0.2445 -0.8194 3.7018 0.01 -0.03 -0.20
H -1.2396 -1.6934 3.3203 0.22 -0.25 -0.08
H -0.2825 -0.9541 2.0328 -0.02 -0.07 0.12
H -0.9976 -4.1640 3.4461 0.31 -0.15 -0.04
H -1.1009 -3.6449 1.7812 0.04 -0.05 0.20
H 0.1307 -4.8379 2.1877 -0.15 -0.12 0.51
H 2.7944 3.0070 0.1037 0.34 0.22 0.64
H -0.7836 4.0655 -0.4283 0.18 -0.09 0.00
H 0.8815 3.7326 0.0989 -0.22 0.08 -0.20
H -2.1048 3.8065 2.5888 0.11 0.26 -0.32
H -2.4174 3.6968 0.8146 0.58 0.21 0.13
H -1.6104 1.0671 1.7648 -0.14 0.01 0.03
H -2.8181 1.6719 2.9212 0.08 0.00 -0.15
H -3.2260 1.5803 1.1885 0.14 -0.27 0.23
H -0.3421 2.4400 -4.2341 -0.19 -0.69 0.41
H -1.5905 1.1123 -5.6170 -0.15 -0.29 0.76
Zr -4.0914 4.2696 -0.1755 0.15 0.12 -0.99

52
Properties=species:S:1:pos:R:3:forces:R:3 method="wB97M-V/def2-TZVPD" total_charge=0 lumo_energy_ev=-1.74 relative_energy_ev=3.936 total_energy_ev=-30309.2718
O 3.8889 1.9228 1.6376 -0.16 -0.32 0.79
C 3.8938 0.7829 2.1379 0.35 -0.01 -0.09
O 3.9178 0.2923 3.2843 -0.02 0.83 -0.31
C 3.7957 -0.3496 1.0527 1.11 0.08 -0.13
C 4.7872 -1.5119 1.2802 0.22 0.57 -0.40
C 3.9152 -2.6732 1.5982 -0.65 -0.23 -0.17
C 2.5646 -2.2725 1.5817 0.53 -1.65 0.47
C 1.5401 -3.2037 1.7419 -0.05 -0.06 0.04
C 1.8790 -4.5449 1.9392 0.33 0.16 -0.05
C 3.2229 -4.9484 1.9538 -0.05 0.30 -0.03
C 4.2508 -4.0128 1.7726 -0.37 0.19 0.08
N 2.4755 -0.9191 1.2593 -2.95 1.64 -1.02
C 1.3705 -0.1890 1.0452 3.05 -0.57 -0.15
C 0.0665 -0.6171 1.3645 -2.68 -0.33 -0.40
C -0.9963 -0.5681 0.4799 2.27 0.33 0.84
C -2.2548 -1.2419 0.6692 -1.86 -0.78 0.47
C -3.1687 -1.4059 -0.4136 0.70 0.20 0.51
C -4.3628 -2.1021 -0.2530 -0.03 -0.13 0.38
C -4.6996 -2.6523 0.9940 0.45 0.27 -0.23
C -3.8249 -2.4963 2.0777 0.14 0.18 -0.21
C -2.6241 -1.7984 1.9270 -0.14 0.10 -0.69
H 3.8857 0.0730 0.0471 -0.23 -0.08 0.20
H 5.3529 -1.6606 0.3522 -0.01 -0.23 0.22
H 5.4982 -1.2840 2.0827 -0.29 0.03 -0.08
H 0.5036 -2.8901 1.6825 0.18 -0.32 0.04
H 1.0883 -5.2844 2.0625 0.21 0.21 -0.03
H 3.4680 -6.0012 2.0882 -0.07 0.25 -0.02
H 5.3021 -4.3055 1.7488 -0.35 -0.02 0.05
H 1.5617 0.7915 0.5956 0.07 -0.27 0.14
H -0.0799 -1.0221 2.3715 0.16 -0.19 -0.49
H -0.8352 -0.0637 -0.4786 0.07 -0.35 0.24
H -2.9082 -0.9807 -1.3871 -0.13 -0.16 0.27
H -5.0388 -2.2243 -1.1010 0.22 0.07 0.25
H -5.6350 -3.1972 1.1163 0.25 0.14 -0.02
H -4.0840 -2.9198 3.0488 0.08 0.14 -0.26
H -1.9634 -1.6657 2.7834 -0.24 -0.11 -0.16
C -1.2899 6.1784 -4.1924 -0.02 0.04 0.08
C -1.5692 5.3920 -2.9170 0.03 -0.15 0.15
C -1.6240 3.8815 -3.1364 -0.12 -0.14 0.05
C -1.8945 3.1027 -1.8473 0.00 0.36 0.15
N -1.9924 1.6724 -2.0946 -0.07 -0.29 -0.26
H -1.2528 7.2464 -3.9685 0.02 -0.02 -0.11
H -0.3309 5.8925 -4.6349 -0.09 0.01 0.03
H -2.0726 6.0173 -4.9398 0.08 -0.01 0.05
H -0.7946 5.6151 -2.1721 -0.10 0.01 -0.07
H -2.5222 5.7211 -2.4838 0.10 -0.01 -0.03
H -2.4176 3.6438 -3.8593 0.19 -0.02 0.09
H -0.6715 3.5433 -3.5716 -0.14 0.02 0.02
H -1.1180 3.3497 -1.0991 -0.18 0.06 -0.17
H -2.8621 3.4202 -1.4356 0.21 0.05 -0.02
H -1.1542 1.3170 -2.5455 -0.10 -0.02 0.20
H -2.1867 1.1508 -1.2457 0.10 0.23 -0.24

54
Properties=species:S:1:pos:R:3:forces:R:3 method="wB97M-V/def2-TZVPD" total_charge=0 lumo_energy_ev=0.64 relative_energy_ev=3.744 smiles="COc1ccccc1OCc1cc(C(=O)N2C[C@@H]3C[C@H]4C[C@@H](C3)C[C@@H]2C4)no1" total_energy_ev=-34405.0254
C 1.3389 2.7569 1.5735 -0.10 0.15 -0.21
O 1.9808 1.9456 2.5258 0.06 -0.12 0.61
C 1.3066 1.6181 3.6782 0.15 0.01 -0.18
C 0.1393 2.2575 4.0779 0.06 0.03 -0.11
C -0.5003 1.9200 5.2575 -0.05 0.00 0.04
C 0.0207 0.9261 6.0627 -0.04 0.03 0.00
C 1.1731 0.2728 5.6725 0.14 0.05 -0.24
C 1.8284 0.5954 4.4889 -0.18 0.09 0.15
O 2.9614 -0.1442 4.2622 -0.20 0.06 0.07
C 3.6115 -0.1290 3.0172 0.54 0.08 -0.44
C 2.7184 -0.5065 1.8822 -0.91 -0.66 0.13
C 1.5133 -1.1435 1.8304 0.65 0.25 -0.04
C 1.1848 -1.1441 0.4467 0.89 0.37 0.70
C -0.0687 -1.7804 -0.0459 -0.39 -0.28 -0.27
O -0.7200 -2.4304 0.7631 0.27 0.09 0.26
N -0.4588 -1.6392 -1.3312 -0.16 -0.17 -0.01
C -1.7174 -2.2642 -1.6848 -0.46 -0.25 0.18
C -2.6637 -1.4235 -2.5487 -0.02 -0.11 -0.09
C -2.3946 -1.6158 -4.0398 0.03 0.08 0.03
C -1.1596 -0.8434 -4.4863 -0.08 -0.06 -0.23
C -1.4244 0.6444 -4.2767 0.00 -0.05 0.06
C -1.5593 0.9106 -2.7802 0.06 0.21 0.05
C -2.6875 0.0649 -2.1760 -0.02 -0.01 0.00
C -0.2052 0.6538 -2.1273 -0.07 -0.10 -0.08
C 0.2396 -0.8044 -2.2914 0.60 0.42 -0.08
C 0.1086 -1.2783 -3.7442 -0.10 0.00 0.04
N 2.1380 -0.5570 -0.2383 -0.51 -0.15 -0.76
O 3.0898 -0.1627 0.6400 0.35 0.14 0.60
H 0.3507 2.3644 1.3129 0.03 0.00 0.02
H 1.2424 3.7902 1.9215 -0.02 -0.05 -0.01
H 1.9799 2.7329 0.6927 -0.08 0.03 0.03
H -0.2757 3.0420 3.4656 0.00 0.06 -0.09
H -1.4029 2.4399 5.5392 -0.08 0.05 0.02
H -0.4671 0.6534 6.9852 -0.04 -0.03 0.09
H 1.5996 -0.5143 6.2738 0.06 -0.11 0.06
H 4.0634 0.8475 2.8028 -0.06 -0.21 0.04
H 4.4140 -0.8698 3.1204 -0.13 0.16 -0.05
H 0.9271 -1.5524 2.6248 -0.09 -0.08 0.19
H -1.5206 -3.2171 -2.1915 -0.06 0.01 0.06
H -2.2048 -2.4985 -0.7335 0.08 0.00 -0.27
H -3.6647 -1.8240 -2.3456 0.12 0.01 0.01
H -2.2768 -2.6800 -4.2566 -0.04 -0.05 -0.01
H -3.2561 -1.2592 -4.6098 -0.04 -0.01 -0.07
H -1.0008 -1.0353 -5.5542 0.00 0.01 0.08
H -0.6041 1.2393 -4.6836 0.02 0.08 -0.04
H -2.3393 0.9319 -4.7990 -0.02 0.03 -0.07
H -1.8173 1.9651 -2.6233 0.02 -0.08 -0.01
H -2.6700 0.1605 -1.0878 -0.08 0.06 0.08
H -3.6362 0.4805 -2.5261 -0.04 0.01 0.04
H -0.2422 0.8909 -1.0622 0.07 0.03 0.03
H 0.5420 1.3045 -2.5851 0.07 0.08 -0.02
H 1.2995 -0.8635 -2.0290 -0.35 0.01 -0.27
H 0.2013 -2.3652 -3.7782 0.11 -0.07 -0.04
H 0.9646 -0.8631 -4.2815 0.05 -0.03 0.02